Record 1
{"formula": "C4H7NO", "method": "ωB97M-V/def2-TZVPD", "smiles": "C1=CN1.C=CO", "fmax_ev_per_a": 0.39, "e_tot_ev": -7793.7809, "homo_ev": -8.42, "e_lumo_ev": 0.55, "mol_weight_g_mol": 85.106, "species": ["C", "C", "N", "H", "H", "H", "C", "C", "O", "H", "H", "H", "H"], "coordinates": [[-0.0098, -0.0747, 1.1505], [0.9106, -0.9172, 0.6945], [1.3140, 0.5024, 1.1084], [-0.8620, 0.0624, 1.7965], [1.2621, -1.8893, 1.0108], [1.6666, 0.5235, 2.0748], [-1.0203, 1.0059, -0.6499], [-1.1191, -0.1403, -1.3687], [-0.0796, -0.8639, -1.7363], [-1.9207, 1.5300, -0.3450], [-0.0754, 1.5319, -0.5609], [-2.0896, -0.5898, -1.5908], [0.5783, -0.8741, -0.9241]], "atomic_forces_ev_per_a": [[0.156, -0.337, 0.007], [-0.273, -0.040, 0.278], [0.152, 0.171, 0.229], [0.086, -0.018, -0.136], [-0.049, 0.118, -0.069], [0.013, 0.054, -0.146], [0.001, -0.044, -0.160], [-0.171, 0.162, 0.148], [0.079, 0.052, 0.048], [0.080, -0.106, -0.076], [-0.103, -0.082, -0.011], [0.116, 0.077, 0.040], [-0.087, -0.008, -0.151]], "mulliken_charge": [-0.336, -0.198, -0.473, 0.348, 0.361, 0.197, -1.012, 0.240, -0.510, 0.336, 0.361, 0.320, 0.365]}



Record 2
{"formula": "C32H26IrN2O7P2S6", "method": "ωB97M-V/def2-TZVPD", "fmax_ev_per_a": 1.50, "spin_multiplicity": 2, "e_tot_ev": -137353.0494, "s2": 0.991, "homo_ev": [-7.53, -7.55], "e_lumo_ev": [-2.04, -2.04], "mol_weight_g_mol": 997.134, "species": ["Ir", "S", "C", "C", "C", "C", "C", "C", "N", "C", "C", "C", "C", "C", "C", "C", "C", "N", "C", "C", "C", "C", "C", "S", "C", "H", "H", "H", "H", "H", "H", "H", "H", "H", "H", "H", "H", "C", "C", "O", "P", "O", "O", "O", "P", "O", "O", "O", "H", "H", "H", "H", "H", "H", "H", "S", "S", "S", "S", "C", "C", "C", "C", "C", "C", "C", "C", "C", "C", "H", "H", "H", "H", "H", "H", "H"], "coordinates": [[-0.0382, -0.3443, -0.4527], [4.1622, 5.3688, -0.2774], [5.8183, 4.9380, -0.2452], [6.0021, 3.5914, -0.2730], [4.7900, 2.8785, -0.3249], [3.6856, 3.6941, -0.3315], [2.2871, 3.3356, -0.3255], [1.9030, 1.9975, -0.5093], [0.6548, 1.5639, -0.4430], [-0.3258, 2.4869, -0.2370], [-0.0431, 3.8646, -0.0824], [-1.1177, 4.7830, 0.1110], [-2.4042, 4.3636, 0.1262], [-2.7242, 2.9860, -0.0404], [-4.0353, 2.5023, -0.0432], [-4.2701, 1.1503, -0.2358], [-3.1497, 0.3139, -0.4287], [-1.9186, 0.7439, -0.4067], [-1.6771, 2.0536, -0.2155], [-5.5909, 0.5772, -0.2382], [-5.9473, -0.7377, -0.0810], [-7.3403, -0.9331, -0.1088], [-8.0344, 0.2213, -0.2968], [-7.0017, 1.5813, -0.4330], [1.2880, 4.2790, -0.1144], [6.5533, 5.7169, -0.2129], [6.9694, 3.1207, -0.2512], [4.7465, 1.8039, -0.3435], [2.6673, 1.2653, -0.7160], [-0.8685, 5.8271, 0.2342], [-3.2171, 5.0599, 0.2693], [-4.8601, 3.1851, 0.1026], [-3.3002, -0.7363, -0.6156], [-5.2361, -1.5267, 0.0847], [-7.8046, -1.8947, 0.0108], [-9.0954, 0.3649, -0.3563], [1.5324, 5.3224, 0.0258], [-1.4245, -4.0204, 3.1742], [-0.8184, -2.9938, 2.2422], [0.5664, -3.1819, 2.0587], [-1.0010, -1.2783, 2.8961], [-2.4645, -1.0341, 3.4332], [-0.1841, -1.2293, 4.2589], [-0.5339, -0.2384, 1.9475], [-1.7749, -2.8476, 0.6837], [-2.0132, -4.3862, 0.2781], [-3.0536, -2.1595, 1.0104], [-0.8799, -2.2679, -0.4017], [-0.8664, -4.0324, 4.1086], [-1.3973, -5.0078, 2.7160], [-2.4607, -3.7555, 3.3728], [0.7799, -3.1050, 1.1132], [-3.0796, -1.2462, 2.7108], [0.7128, -1.5342, 4.1064], [-2.2127, -4.4698, -0.6573], [-1.0152, -0.3872, -3.0644], [-2.5797, -1.5086, -3.0717], [0.0954, -4.4648, -2.1399], [1.4881, -4.4329, -0.8442], [4.3872, -2.0336, -3.5177], [2.9952, -1.9831, -3.6757], [2.1992, -1.6437, -2.6183], [2.7343, -1.3621, -1.3445], [1.9020, -0.9626, -0.2538], [2.5020, -0.8173, 0.9810], [3.8787, -1.0090, 1.1707], [4.6920, -1.3109, 0.1131], [4.1427, -1.4956, -1.1722], [4.9465, -1.8069, -2.2911], [5.0084, -2.2573, -4.3723], [2.5570, -2.2080, -4.6365], [1.1255, -1.6085, -2.7324], [1.9141, -0.5129, 1.8358], [4.2987, -0.8725, 2.1570], [5.7576, -1.4150, 0.2567], [6.0183, -1.8861, -2.1571]], "atomic_forces_ev_per_a": [[-1.440, 0.086, -0.425], [0.155, -0.597, -0.046], [-0.210, 0.077, -0.008], [0.241, 0.282, -0.005], [-0.562, 0.157, -0.018], [0.850, 0.370, 0.002], [-1.046, 0.358, 0.121], [0.201, -0.182, -0.087], [-0.164, 0.418, -0.011], [0.210, 0.861, 0.057], [-0.039, -0.585, -0.059], [-0.366, 0.027, -0.009], [0.294, 0.239, 0.076], [0.505, -0.502, -0.118], [-0.048, -0.590, -0.102], [0.714, 0.748, 0.102], [-0.505, -0.164, -0.080], [0.304, -0.263, 0.110], [-0.624, 0.555, 0.070], [-0.938, -0.135, -0.043], [0.302, 0.449, -0.019], [-0.363, 0.076, -0.059], [0.141, 0.190, 0.029], [0.260, -0.536, 0.041], [0.404, -0.694, -0.123], [0.234, 0.108, 0.017], [0.141, -0.032, -0.016], [-0.075, -0.232, 0.031], [-0.099, -0.156, 0.021], [-0.038, 0.086, 0.020], [-0.040, 0.114, 0.007], [-0.049, 0.106, 0.054], [0.088, 0.019, 0.053], [0.220, -0.148, 0.050], [-0.133, -0.161, 0.007], [-0.213, -0.052, -0.015], [-0.034, 0.081, 0.038], [0.026, -0.033, 0.051], [-0.475, 0.806, -0.415], [0.122, -0.118, 0.214], [-0.057, 0.143, 0.573], [0.367, -0.095, 0.343], [-0.399, -0.133, 0.099], [0.587, 0.123, -1.051], [-0.059, -0.960, -0.438], [-0.054, 0.413, 0.565], [-0.184, 0.156, 0.294], [0.217, 0.409, 0.237], [-0.026, -0.052, 0.088], [0.076, 0.023, -0.003], [-0.064, -0.079, 0.111], [0.057, -0.004, 0.076], [-0.249, -0.131, -0.383], [0.446, -0.090, 0.010], [0.134, -0.087, -0.375], [0.872, 0.035, 1.193], [0.148, 0.007, -0.045], [0.663, -0.233, 0.213], [-0.442, -0.013, -0.636], [0.307, 0.017, 0.141], [-0.300, 0.140, 0.089], [-0.054, -0.020, -0.357], [0.348, -0.097, 0.131], [-0.482, -0.421, -0.154], [-0.183, -0.036, -0.086], [0.310, 0.066, -0.162], [0.034, 0.075, 0.256], [-0.295, 0.052, 0.010], [0.102, -0.152, -0.227], [0.112, -0.076, -0.027], [-0.076, -0.012, -0.081], [0.076, -0.002, -0.041], [-0.145, 0.043, 0.034], [0.073, -0.021, 0.099], [0.142, -0.049, -0.022], [0.043, 0.029, 0.014]], "lowdin_spin": [-0.327, 0.000, 0.000, 0.000, 0.000, 0.000, 0.000, 0.001, -0.002, 0.000, 0.000, 0.000, 0.000, 0.001, 0.000, 0.002, 0.011, 0.012, 0.003, 0.000, 0.000, 0.000, 0.000, 0.000, 0.002, 0.000, 0.000, 0.000, 0.000, 0.000, 0.000, 0.000, 0.007, 0.000, 0.000, 0.000, 0.000, 0.000, 0.000, 0.000, -0.003, -0.001, -0.001, -0.028, 0.000, 0.000, 0.000, 0.002, 0.000, 0.000, 0.000, 0.000, 0.000, 0.000, 0.000, 0.627, 0.674, 0.004, -0.002, 0.000, 0.001, 0.006, -0.002, 0.000, 0.001, 0.000, 0.001, 0.000, 0.000, 0.000, 0.000, 0.009, 0.000, 0.000, 0.000, 0.000]}



Record 3
{"formula": "C5H16N2O", "method": "ωB97M-V/def2-TZVPD", "charge": 1, "fmax_ev_per_a": 2.83, "spin_multiplicity": 2, "e_tot_ev": -10462.6966, "s2": 0.754, "homo_ev": [-11.58, -11.55], "e_lumo_ev": [-3.06, -7.97], "mol_weight_g_mol": 120.196, "species": ["C", "C", "C", "C", "N", "C", "N", "H", "H", "H", "H", "H", "H", "H", "H", "H", "H", "H", "H", "H", "H", "H", "H", "O"], "coordinates": [[-0.8398, 0.6947, 1.9647], [-0.8611, 0.0659, 0.5662], [-0.0593, 0.7881, -0.4987], [0.6569, -0.1677, -1.5088], [-0.3165, -1.0769, -2.0882], [-0.1552, -2.4853, -1.8127], [-2.2073, 0.8937, 2.4683], [-0.4232, -0.0611, 2.6359], [-0.3577, 1.6676, 2.0458], [-0.5116, -0.9649, 0.7031], [-1.8802, -0.0953, 0.1927], [-0.7411, 1.4089, -1.0949], [0.6559, 1.5239, -0.1352], [1.1104, 0.3489, -2.3603], [1.3811, -0.7125, -0.9065], [-1.2999, -0.7980, -2.0681], [-1.0635, -3.0829, -1.9031], [0.5535, -2.8777, -2.5535], [0.2480, -2.7345, -0.8310], [-2.2510, 1.3992, 3.3404], [-3.0449, 0.6971, 1.9478], [3.2113, 1.7864, 0.0734], [4.2910, 2.2722, 1.1201], [3.9042, 1.5100, 0.7025]], "atomic_forces_ev_per_a": [[-2.118, -0.434, 0.591], [0.225, -0.675, 0.194], [-0.520, 0.664, -1.606], [-0.533, 0.494, 0.516], [-0.107, -1.162, 2.582], [-0.140, -0.909, -0.988], [0.530, 0.076, 0.114], [0.769, 0.474, -0.048], [0.641, -0.234, -0.355], [0.305, 0.095, -0.134], [-0.071, 0.383, 0.263], [-0.003, 0.023, 0.095], [0.318, -0.386, 0.262], [0.192, 0.309, 0.226], [0.262, -0.419, -0.640], [0.179, 0.495, -0.735], [-0.191, 0.524, -0.301], [0.162, -0.038, 0.085], [0.327, 0.654, 0.149], [-0.493, -0.158, -0.360], [0.283, 0.193, 0.115], [0.817, 0.273, 0.659], [0.002, 0.627, 0.021], [-0.833, -0.871, -0.706]], "lowdin_spin": [0.001, 0.003, 0.038, 0.074, 0.668, 0.086, 0.004, 0.000, 0.001, 0.000, 0.002, 0.000, 0.004, 0.033, 0.004, 0.016, 0.000, 0.036, 0.029, 0.000, 0.000, 0.000, 0.000, 0.000]}



Record 4
{"formula": "CH4OSSi", "method": "ωB97M-V/def2-TZVPD", "fmax_ev_per_a": 3.02, "e_tot_ev": -21855.9429, "homo_ev": [-9.24, -8.10], "e_lumo_ev": [-1.36, -1.71], "mol_weight_g_mol": 92.195, "species": ["C", "O", "Si", "S", "H", "H", "H", "H"], "coordinates": [[2.1287, -0.4690, -0.0827], [4.6725, -0.3131, -0.1132], [-0.8243, 0.4300, 0.0178], [3.4355, 0.4735, 0.0741], [1.9462, -1.4529, -0.3812], [-0.3007, -0.0248, -1.2481], [-0.2721, 1.6472, 0.5134], [-1.9510, 0.1100, 0.9521]], "atomic_forces_ev_per_a": [[-0.516, 2.877, 0.762], [0.346, 0.444, -0.093], [1.409, -0.098, 1.061], [-1.350, -1.821, -0.060], [0.254, -1.465, -0.302], [-0.714, -0.253, -0.545], [0.247, 0.932, -0.077], [0.324, -0.615, -0.745]], "mulliken_charge": [-0.429, -0.509, 0.418, 0.258, 0.344, -0.006, -0.060, -0.015]}